[1]
{"formula": "C29H58BrF3O14P2S", "method": "ωB97M-V with the def2-TZVPD basis set", "symbols": ["C", "C", "C", "Br", "P", "C", "C", "C", "O", "C", "O", "P", "O", "O", "O", "S", "O", "O", "C", "F", "F", "F", "H", "H", "H", "H", "H", "H", "H", "H", "H", "H", "H", "H", "H", "H", "H", "H", "C", "C", "C", "O", "H", "H", "H", "H", "H", "H", "C", "C", "C", "O", "H", "H", "H", "H", "H", "H", "C", "C", "C", "O", "H", "H", "H", "H", "H", "H", "C", "C", "C", "O", "H", "H", "H", "H", "H", "H", "C", "C", "C", "O", "H", "H", "H", "H", "H", "H", "C", "C", "C", "O", "H", "H", "H", "H", "H", "H", "C", "C", "C", "O", "H", "H", "H", "H", "H", "H"], "positions_angstrom": [[3.30839, -0.19481, -1.99944], [2.14629, -0.30286, -0.96593], [0.77379, -0.73028, -1.57923], [-0.36795, -1.22387, -0.04304], [-0.07357, 0.37822, -2.82629], [0.93288, 1.17769, -4.19608], [-1.90350, 0.68631, -2.65526], [-2.79526, -0.55717, -2.47953], [-3.47338, -0.93230, -3.69834], [-3.88447, -2.22525, -3.49368], [-5.02024, -2.51628, -3.53283], [-0.35172, -1.31294, -4.28913], [-1.21286, -0.97334, -5.43027], [1.17606, -1.62539, -4.90543], [-0.86282, -2.73800, -3.62413], [0.27951, 2.25869, -1.66715], [-0.02789, 2.12337, -0.24920], [1.65296, 2.74268, -1.75262], [-0.73306, 3.75136, -2.23800], [-1.16432, 3.67210, -3.50380], [0.02447, 4.83362, -2.16318], [-1.78138, 3.96761, -1.45448], [3.08458, -0.82741, -2.87216], [3.43666, 0.85311, -2.32109], [4.26343, -0.47255, -1.52909], [2.09904, 0.56209, -0.29040], [2.44123, -1.13599, -0.30014], [0.97626, -1.68852, -2.07781], [0.55615, 0.87169, -5.18701], [1.98832, 0.88195, -4.15574], [0.88527, 2.27420, -4.17250], [-2.25571, 1.22743, -3.55036], [-2.04367, 1.28579, -1.73903], [-3.61111, -0.27236, -1.78622], [-2.31585, -1.43267, -2.01497], [-3.13509, -3.01608, -3.29262], [1.26820, -2.58326, -5.02843], [-0.31007, -3.47406, -3.93918], [-0.03842, -3.83763, 3.44248], [1.24849, -3.09811, 3.17396], [2.02563, -2.60857, 4.36543], [1.64012, -2.90793, 2.04113], [-0.49317, -4.13299, 2.49878], [0.16329, -4.73500, 4.02857], [-0.73381, -3.18904, 3.97924], [2.31842, -3.45223, 4.98786], [1.42009, -1.90556, 4.94348], [2.92171, -2.09904, 4.02281], [5.88548, 1.44698, 2.28725], [4.38706, 1.26681, 2.23356], [3.56783, 2.43706, 1.75517], [3.86457, 0.22643, 2.56022], [6.34683, 0.52876, 2.64834], [6.27083, 1.66572, 1.28970], [6.13916, 2.25960, 2.96997], [3.85207, 2.69667, 0.73323], [3.71965, 3.29204, 2.41661], [2.51208, 2.16854, 1.76771], [-3.28097, 6.78433, 2.31286], [-3.00370, 5.30648, 2.43190], [-1.91571, 4.73890, 1.55351], [-3.62613, 4.60483, 3.19853], [-4.08173, 7.05955, 2.99640], [-2.38951, 7.35335, 2.57308], [-3.59151, 7.02402, 1.29465], [-0.96309, 5.22069, 1.78237], [-2.16855, 4.89123, 0.50734], [-1.82043, 3.67004, 1.73883], [5.12752, -3.71258, 1.81309], [5.34824, -4.03442, 3.26955], [6.76013, -4.34366, 3.70489], [4.42891, -4.04274, 4.05598], [4.06978, -3.51024, 1.64466], [5.70307, -2.82699, 1.53662], [5.42817, -4.56086, 1.19454], [7.40674, -3.48630, 3.51002], [7.13173, -5.21904, 3.16953], [6.77067, -4.55521, 4.77307], [-3.29866, -4.61110, -6.03346], [-2.10947, -5.53448, -6.10237], [-2.25137, -6.78352, -6.93395], [-1.07838, -5.28278, -5.51215], [-3.05000, -3.76160, -5.40347], [-3.54884, -4.24790, -7.03138], [-4.15291, -5.13384, -5.59956], [-2.45658, -6.51810, -7.97222], [-3.05986, -7.40221, -6.54134], [-1.32349, -7.35198, -6.89387], [-4.53146, -5.26150, 4.46541], [-3.10820, -5.76212, 4.46995], [-2.53829, -6.20709, 5.79452], [-2.45142, -5.80495, 3.45524], [-4.81022, -4.97621, 3.45242], [-5.20503, -6.04942, 4.80675], [-4.62192, -4.38837, 5.11399], [-3.12524, -7.03600, 6.19367], [-2.54208, -5.37489, 6.50071], [-1.51179, -6.54119, 5.65184], [-2.75048, 11.95492, 1.26235], [-2.47464, 10.47671, 1.38580], [-1.38725, 9.90313, 0.50969], [-3.09808, 9.78066, 2.15396], [-3.55167, 12.23049, 1.94596], [-1.85598, 12.52407, 1.52120], [-3.06042, 12.19271, 0.24327], [-0.43377, 10.38340, 0.73580], [-1.63821, 10.05193, -0.54190], [-1.29537, 8.83484, 0.69997]], "forces_ev_per_angstrom": [[-0.5, 0.8, 0.2], [0.8, -0.6, 0.1], [1.2, 0.3, 1.3], [0.0, 0.3, -0.7], [-0.2, -1.1, -1.8], [-0.2, 0.2, -0.5], [-0.1, -0.5, 0.1], [-0.8, 0.4, 0.3], [0.7, -0.6, 1.0], [0.7, 0.0, -0.2], [-2.0, -0.4, -0.3], [-0.2, -1.6, -1.9], [-0.2, 0.6, 0.2], [-0.9, -0.4, 1.4], [1.4, 0.8, 0.0], [2.5, 1.8, 3.8], [-1.5, -0.4, -0.4], [-0.1, -0.2, -1.7], [-0.2, 0.9, -0.3], [-0.1, -0.5, -0.2], [0.5, 0.1, 0.1], [-0.3, -0.5, 0.0], [0.4, 0.1, 0.2], [-0.2, -0.4, -0.1], [-0.4, -0.2, -0.2], [-0.3, -0.1, -0.5], [-0.5, 0.2, -0.2], [-0.4, 0.4, -0.1], [-0.1, -0.1, 0.5], [-0.4, 0.0, 0.3], [0.0, -0.3, 0.2], [0.3, -0.1, 0.3], [0.1, 0.0, -0.5], [0.5, 0.0, -0.1], [0.2, 0.4, -0.3], [0.4, 0.8, 0.0], [0.3, 0.3, -0.2], [-0.6, -0.2, 0.1], [0.1, 0.1, -0.4], [0.2, 0.1, -0.1], [0.0, 0.3, -0.1], [0.0, -0.1, 0.0], [0.0, 0.0, 0.1], [-0.1, 0.1, 0.1], [0.0, -0.1, 0.2], [-0.1, 0.1, 0.1], [-0.1, -0.1, 0.1], [0.0, 0.0, 0.0], [0.0, -0.3, 0.1], [-0.1, -0.1, 0.0], [-0.2, -0.2, 0.0], [0.1, -0.1, 0.0], [0.0, 0.0, 0.0], [0.0, 0.2, 0.1], [0.0, 0.1, -0.2], [0.0, 0.2, 0.1], [0.1, 0.1, -0.2], [0.0, 0.0, 0.0], [-0.2, -0.3, 0.2], [-0.1, -0.1, 0.1], [-0.1, -0.3, 0.3], [0.0, 0.0, -0.1], [0.0, 0.0, 0.0], [0.0, 0.1, -0.2], [0.2, 0.1, 0.0], [0.0, 0.1, -0.2], [0.1, 0.2, 0.0], [0.0, 0.0, 0.0], [-0.3, 0.0, 0.0], [-0.1, 0.0, 0.0], [-0.1, 0.0, 0.3], [0.3, -0.3, 0.0], [0.0, 0.0, 0.1], [0.1, -0.1, -0.1], [0.2, 0.1, 0.0], [0.1, -0.1, -0.2], [0.1, 0.1, -0.1], [0.0, 0.0, 0.0], [0.3, 0.1, 0.2], [0.1, 0.2, 0.1], [0.4, -0.1, 0.1], [0.0, 0.0, 0.0], [0.0, 0.0, -0.1], [-0.1, -0.1, 0.0], [-0.1, 0.0, -0.2], [-0.2, 0.0, 0.0], [-0.1, 0.1, -0.1], [0.0, 0.0, 0.0], [0.0, 0.0, -0.3], [0.1, 0.0, -0.2], [0.2, 0.0, -0.2], [-0.1, 0.0, 0.1], [0.0, 0.0, 0.0], [0.0, 0.1, 0.2], [-0.1, -0.1, 0.1], [-0.1, 0.1, 0.1], [-0.1, -0.1, 0.1], [0.0, 0.0, 0.0], [-0.2, 0.0, 0.2], [-0.1, -0.1, 0.1], [-0.1, -0.3, 0.1], [0.1, 0.2, -0.1], [0.0, 0.0, 0.0], [0.0, 0.0, -0.2], [0.2, 0.1, 0.0], [0.0, 0.1, -0.2], [0.1, 0.1, 0.0], [0.0, 0.0, 0.0]], "lowdin_charge": [-0.089, -0.323, -0.750, 0.809, 0.730, -0.198, -0.254, -0.255, -0.052, -0.387, 0.130, 0.455, -0.295, -0.186, -0.196, 0.621, -0.373, -0.356, -0.695, 0.120, 0.145, 0.123, 0.065, 0.062, 0.075, 0.079, 0.096, 0.048, 0.053, 0.055, 0.047, 0.121, 0.079, 0.144, 0.058, 0.137, 0.070, 0.063, -0.030, -0.491, -0.034, 0.009, 0.075, 0.083, 0.088, 0.075, 0.089, 0.063, -0.024, -0.506, -0.018, 0.066, 0.076, 0.083, 0.084, 0.087, 0.087, 0.080, -0.040, -0.499, -0.022, 0.063, 0.084, 0.071, 0.086, 0.090, 0.062, 0.082, -0.010, -0.482, -0.023, 0.060, 0.064, 0.084, 0.086, 0.083, 0.083, 0.080, -0.003, -0.485, -0.021, 0.053, 0.051, 0.097, 0.097, 0.087, 0.087, 0.081, -0.023, -0.504, -0.024, 0.059, 0.082, 0.085, 0.085, 0.084, 0.086, 0.079, -0.024, -0.496, -0.018, 0.063, 0.082, 0.085, 0.085, 0.087, 0.087, 0.071], "spin_multiplicity": 1, "molar_mass_g_mol": 861.68, "max_force_ev_per_a": 4.89, "homo_lumo_gap_ev": 9.16, "homo_energy_ev": -8.96}

[2]
{"formula": "C3H4NO", "method": "ωB97M-V with the def2-TZVPD basis set", "symbols": ["C", "C", "C", "N", "O", "H", "H", "H", "H"], "positions_angstrom": [[-1.48438, 1.32298, -0.20365], [1.39273, -1.31086, 0.52552], [-0.60413, 0.59646, 0.42184], [1.26809, -1.42198, -0.64905], [0.27148, -0.10290, 0.88274], [-2.53699, 1.08769, -0.32747], [-1.42914, 2.28013, -0.47795], [2.02041, -1.49784, 1.29703], [1.10192, -0.95367, -1.46900]], "forces_ev_per_angstrom": [[-0.5, -3.8, 1.5], [-1.9, 0.4, -7.1], [1.0, -0.6, -0.5], [3.0, -2.5, 3.6], [-3.0, 3.4, 2.5], [0.1, -1.0, 0.3], [1.4, 3.8, -0.9], [1.1, -0.6, 2.9], [-1.2, 0.9, -2.3]], "lowdin_charge": [0.137, 0.112, -0.053, 0.294, 0.106, 0.119, 0.054, 0.125, 0.105], "spin_multiplicity": 1, "molar_mass_g_mol": 70.07, "max_force_ev_per_a": 7.39, "total_charge": 1, "homo_lumo_gap_ev": 9.55, "homo_energy_ev": -15.03}

[3]
{"formula": "C25H49ClFGeO5PPbS2Te", "method": "ωB97M-V with the def2-TZVPD basis set", "symbols": ["Pb", "C", "C", "C", "C", "O", "Ge", "O", "C", "C", "C", "C", "O", "C", "C", "C", "C", "H", "H", "H", "H", "H", "H", "H", "H", "H", "H", "H", "H", "H", "H", "H", "H", "H", "H", "H", "H", "H", "H", "H", "H", "H", "H", "H", "C", "C", "O", "P", "S", "S", "O", "C", "C", "H", "H", "H", "H", "H", "H", "H", "H", "H", "H", "F", "Cl", "C", "C", "C", "C", "C", "C", "C", "H", "H", "H", "H", "H", "H", "C", "Te", "C", "H", "H", "H", "H", "H", "H"], "positions_angstrom": [[-1.05546, -0.30182, 0.40983], [1.95585, -0.31466, 3.91582], [0.43872, -0.25139, 3.78075], [-0.18518, 0.35627, 5.03205], [-0.11976, -1.64477, 3.52085], [0.02995, 0.55751, 2.65993], [0.67691, 2.20966, 2.16602], [-0.86497, 2.37193, 1.23622], [-1.59592, 3.54562, 0.82632], [-1.66640, 3.56160, -0.69077], [-0.94408, 4.81099, 1.36789], [-2.99260, 3.38276, 1.41567], [2.39673, 0.51260, 0.84466], [3.32393, 0.12678, 0.31566], [5.65596, -1.14900, -1.81937], [6.57107, -1.06995, -0.65586], [3.79791, 0.86111, -2.37803], [2.22318, -0.93686, 4.77079], [2.40822, -0.74520, 3.02436], [2.38301, 0.67771, 4.08008], [0.05799, -0.23580, 5.91592], [0.18932, 1.37055, 5.19018], [-1.27011, 0.39961, 4.92739], [0.18333, -2.33846, 4.30625], [-1.21118, -1.62564, 3.48611], [0.25855, -2.03811, 2.57267], [-0.67285, 3.64204, -1.12328], [-2.13723, 2.64561, -1.05352], [-2.26374, 4.41037, -1.03102], [0.06978, 4.92855, 0.98475], [-1.52114, 5.68569, 1.06589], [-0.91378, 4.79180, 2.46130], [-3.48985, 2.52473, 0.96012], [-2.93343, 3.21485, 2.49252], [-3.59571, 4.27355, 1.23145], [6.08271, -1.41863, -2.79545], [3.70740, -2.47622, -1.58262], [4.01246, -1.41443, -3.30919], [6.97773, -2.06428, -0.43597], [7.43743, -0.42065, -0.84318], [6.06968, -0.70974, 0.24210], [2.95768, 1.33951, -2.84364], [2.95516, 2.84815, -0.63356], [4.84238, 1.13674, -2.39405], [5.10305, 5.48460, -2.36507], [4.35143, 4.62598, -3.35804], [2.95033, 4.95003, -3.34192], [1.94250, 3.78295, -2.80403], [2.13960, 3.91916, -0.65418], [-1.18560, 0.37594, -2.45081], [0.56524, 4.63432, -2.88742], [-0.33787, 4.30288, -3.96302], [0.20214, 4.72297, -5.31243], [6.16988, 5.25876, -2.41135], [4.74863, 5.30251, -1.35155], [4.96135, 6.54040, -2.59567], [4.49594, 3.56082, -3.14442], [4.70320, 4.80526, -4.37491], [-1.25848, 4.83524, -3.72751], [-0.54773, 3.22934, -3.93508], [0.43274, 5.78811, -5.31968], [-0.53991, 4.51577, -6.08492], [1.11116, 4.17303, -5.56082], [-2.04106, -2.22722, 0.15326], [3.64416, -0.82176, -2.17658], [1.86804, -0.85988, -2.75659], [1.66532, -0.63598, -4.09937], [0.42631, -0.72580, -4.71186], [-0.69179, -0.98937, -3.88850], [-0.50010, -1.39139, -2.49431], [0.88815, -1.55471, -1.97222], [1.03682, -2.38904, -0.90768], [2.53978, -0.41286, -4.71437], [0.29565, -0.60291, -5.77607], [-1.61869, -1.29553, -4.35226], [-1.22677, -2.07043, -2.06198], [2.00294, -2.63408, -0.48929], [0.16580, -2.87873, -0.48874], [-4.81443, -0.82278, -0.34038], [-4.03260, -0.83638, 1.63728], [-5.29287, 0.73517, 2.35304], [-5.89369, -0.94175, -0.29553], [-4.35532, -1.66649, -0.84768], [-4.55296, 0.10397, -0.84473], [-5.43601, 1.47660, 1.57095], [-4.80440, 1.20459, 3.20410], [-6.25352, 0.33030, 2.66034]], "forces_ev_per_angstrom": [[-0.1, -0.2, -0.5], [0.0, 0.1, 0.0], [0.0, 0.0, 0.0], [0.0, 0.0, 0.0], [0.0, 0.0, 0.0], [0.3, 0.1, 0.2], [-0.5, 0.2, 0.3], [0.1, 0.0, 0.0], [-0.1, 0.0, 0.0], [0.0, 0.0, 0.0], [0.0, 0.0, 0.0], [0.0, 0.0, 0.0], [0.1, 0.1, -0.4], [0.0, -0.1, 0.6], [-0.4, -0.9, -0.1], [0.1, 0.3, 0.0], [-0.3, -0.1, 0.6], [0.0, 0.0, 0.0], [0.0, 0.0, 0.0], [0.0, 0.0, 0.0], [0.0, 0.0, 0.0], [0.0, 0.0, 0.0], [0.0, 0.0, 0.0], [0.0, 0.0, 0.0], [0.0, 0.0, 0.0], [0.0, 0.0, 0.0], [0.0, 0.0, 0.0], [0.0, 0.0, 0.0], [0.0, 0.0, 0.0], [0.0, 0.0, 0.0], [0.0, 0.0, 0.0], [0.0, 0.0, 0.0], [0.0, 0.0, 0.0], [0.0, 0.0, 0.0], [0.0, 0.0, 0.0], [0.2, 0.1, 0.0], [0.7, -0.7, 0.2], [-0.1, -0.6, 0.3], [0.0, 0.0, 0.0], [0.0, 0.0, 0.0], [0.0, 0.0, 0.0], [0.1, 0.0, -0.3], [0.0, 0.0, -0.1], [0.0, 0.0, 0.0], [0.0, 0.0, 0.0], [0.0, 0.0, -0.1], [0.0, 0.0, 0.1], [-0.1, 0.1, 0.0], [0.1, 0.0, -0.1], [-0.2, 0.3, 0.9], [0.1, 0.1, -0.1], [0.0, -0.1, 0.0], [0.0, 0.0, 0.0], [0.0, 0.0, 0.0], [0.0, 0.0, 0.0], [0.0, 0.0, 0.0], [0.0, 0.0, 0.0], [0.0, 0.0, 0.0], [0.0, 0.0, 0.0], [0.0, 0.0, 0.0], [0.0, 0.0, 0.0], [0.0, 0.0, 0.0], [0.0, 0.0, 0.0], [0.0, 0.0, 0.0], [-0.2, 1.6, -1.0], [0.2, -0.1, -0.2], [0.2, 0.0, 0.2], [-0.5, -0.1, 0.0], [0.8, -1.2, -0.9], [-0.1, 0.6, -0.3], [-0.3, -0.2, 0.1], [0.0, 0.5, 0.2], [0.0, 0.2, 0.0], [0.0, 0.2, 0.0], [-0.1, 0.3, 0.1], [0.0, 0.0, 0.0], [0.0, 0.0, 0.0], [0.0, -0.1, -0.1], [0.0, 0.0, 0.0], [0.1, 0.1, 0.0], [0.0, 0.0, 0.0], [0.0, 0.0, 0.0], [0.0, 0.0, 0.0], [0.0, 0.0, 0.0], [0.0, 0.0, 0.0], [0.0, 0.0, 0.0], [0.0, 0.0, 0.0]], "lowdin_charge": [1.252, -0.050, -0.700, -0.033, -0.040, -0.540, 1.054, -0.481, -0.683, -0.042, -0.069, -0.030, -0.072, 0.029, -0.241, -0.201, -0.403, 0.093, 0.069, 0.075, 0.091, 0.080, 0.088, 0.096, 0.069, 0.078, 0.037, 0.044, 0.100, 0.032, 0.094, 0.081, 0.058, 0.092, 0.095, 0.032, 0.107, 0.041, 0.070, 0.066, 0.038, -0.067, -0.215, 0.003, -0.083, -0.318, -0.383, 0.674, 0.470, 0.614, -0.426, -0.311, -0.087, 0.078, 0.048, 0.079, 0.083, 0.115, 0.115, 0.093, 0.082, 0.079, 0.066, -0.688, 0.749, -0.374, -0.133, -0.147, -0.379, -0.528, -0.388, -0.030, 0.114, 0.088, 0.107, 0.090, 0.017, 0.034, -0.427, 1.190, -0.461, 0.004, -0.004, 0.000, -0.007, -0.008, -0.006], "spin_multiplicity": 1, "molar_mass_g_mol": 986.63, "max_force_ev_per_a": 1.89, "homo_lumo_gap_ev": [5.67, 5.82], "homo_energy_ev": [-6.01, -6.00]}

[4]
{"formula": "C4H11NOS", "method": "ωB97M-V with the def2-TZVPD basis set", "symbols": ["C", "C", "C", "C", "N", "O", "S", "H", "H", "H", "H", "H", "H", "H", "H", "H", "H", "H"], "positions_angstrom": [[-2.44226, -1.07585, -0.49536], [1.44440, 1.35477, -0.47705], [2.16573, -0.56652, 1.18651], [-2.63600, 0.31513, 0.05570], [-1.73500, 1.16315, -0.17056], [0.63584, -1.17661, -1.00577], [0.64972, -0.22249, 0.07978], [-2.06381, -1.68720, 0.36235], [-3.27951, -1.50987, -0.92070], [-1.65089, -1.00736, -1.19403], [0.73161, 2.18441, -0.36854], [2.34672, 1.57091, 0.02783], [1.70625, 1.35640, -1.50187], [3.06247, -0.48191, 0.63491], [2.27522, 0.31819, 1.81926], [1.88034, -1.45160, 1.66405], [-3.58503, 0.59899, 0.58256], [-1.69386, 2.05000, 0.33872]], "forces_ev_per_angstrom": [[1.2, 1.0, 2.2], [-1.6, 0.5, 0.1], [-1.7, 2.1, -1.0], [-1.2, 0.5, -0.2], [1.1, 0.3, 0.0], [0.2, -1.3, -1.7], [2.3, 2.0, 2.4], [-0.4, 0.2, -0.6], [-1.8, -0.9, -0.6], [0.7, -0.2, -0.8], [0.2, -0.3, 0.2], [0.8, 0.2, 0.9], [0.0, -0.6, -1.3], [0.9, -1.0, -1.0], [-0.7, -0.3, 0.6], [0.4, -1.4, 0.9], [0.7, -0.5, 0.0], [-1.0, -0.2, -0.2]], "lowdin_charge": [-0.089, -0.238, -0.220, -0.293, 0.020, -0.528, 0.821, 0.097, 0.043, 0.030, 0.036, 0.015, 0.041, 0.030, 0.045, 0.014, 0.115, 0.062], "spin_multiplicity": 1, "molar_mass_g_mol": 121.20, "max_force_ev_per_a": 3.86, "homo_lumo_gap_ev": 9.37, "homo_energy_ev": -8.51}